{
  "formula": "C24H28AgCl3N4",
  "method": "ωB97M-V with the def2-TZVPD basis set",
  "largest_force_ev_per_a": 1.91,
  "lumo_energy_ev": -6.3,
  "multiplicity": 1,
  "charge": 2,
  "mol_weight_g_mol": 586.74,
  "e_above_lowest_ev": 0.000,
  "elements": ["Ag", "C", "N", "C", "C", "C", "C", "C", "C", "C", "C", "N", "C", "C", "C", "H", "H", "H", "H", "H", "H", "H", "H", "H", "H", "H", "H", "H", "H", "C", "N", "C", "C", "C", "C", "C", "C", "C", "C", "N", "C", "C", "C", "H", "H", "H", "H", "H", "H", "H", "H", "H", "H", "H", "H", "H", "H", "Cl", "Cl", "Cl"],
  "coordinates": [[0.94745, 1.53736, -1.46558], [3.68841, -0.83484, -0.90191], [2.93471, -2.03699, -1.33102], [3.29431, -3.21690, -0.79049], [2.56239, -4.33167, -1.10787], [1.45556, -4.24590, -1.97502], [1.14024, -3.00423, -2.51581], [1.90562, -1.89948, -2.18501], [0.62525, -5.43003, -2.27256], [0.33843, -5.78924, -3.58116], [-0.45656, -6.89191, -3.83343], [-1.03560, -7.58825, -2.83273], [-0.84617, -7.22538, -1.55401], [0.00069, -6.17520, -1.27114], [-1.98507, -8.63848, -3.22397], [3.20363, -0.05660, -1.45978], [4.75753, -0.94182, -1.05011], [3.44207, -0.70624, 0.15219], [4.10684, -3.24112, -0.08101], [2.71977, -5.28120, -0.61406], [0.37566, -2.86940, -3.26791], [1.69967, -0.95684, -2.68801], [0.63833, -5.19449, -4.43358], [-0.65248, -7.23740, -4.83683], [-1.20193, -7.85943, -0.75479], [0.10697, -5.79960, -0.26162], [-1.90225, -9.50452, -2.56183], [-1.70359, -8.99980, -4.20563], [-2.99780, -8.29989, -3.01290], [1.14743, 0.33857, 3.69399], [0.66728, 1.70576, 3.32948], [0.59265, 2.03071, 2.04277], [-0.00490, 3.21888, 1.66560], [-0.42321, 4.11919, 2.62260], [-0.24476, 3.78565, 3.96710], [0.26440, 2.53762, 4.32905], [-1.23360, 5.31890, 2.23218], [-1.30046, 6.48364, 3.00421], [-2.13332, 7.50737, 2.54023], [-2.81360, 7.41032, 1.38702], [-2.72880, 6.30210, 0.61487], [-1.94419, 5.26332, 1.03813], [-3.50270, 8.64406, 0.89092], [0.75775, -0.28663, 2.88579], [0.68479, 0.04452, 4.62774], [2.22912, 0.34097, 3.58765], [0.93843, 1.29987, 1.32577], [-0.09403, 3.53218, 0.62777], [-0.55260, 4.48767, 4.72893], [0.41145, 2.21850, 5.34797], [-0.61938, 6.57508, 3.83658], [-2.23231, 8.42529, 3.10066], [-3.30945, 6.28812, -0.29576], [-1.81746, 4.44297, 0.33496], [-4.45914, 8.67773, 1.40916], [-3.55112, 8.54157, -0.18689], [-2.91209, 9.48969, 1.22859], [-0.93027, 3.51703, -1.87206], [-0.19130, -0.71478, -0.07318], [2.14328, 1.17365, -4.05426]]
}